Record 1
{
  "formula": "C16H24N6Pt",
  "method": "ωB97M-V with the def2-TZVPD basis set",
  "homo_lumo_gap_ev": [6.91, 6.91],
  "e_lumo_ev": [-16.3845, -16.3842],
  "homo_energy_ev": [-23.30, -23.30],
  "relative_energy_ev": 2.299,
  "charge": 4,
  "species": ["Pt", "C", "C", "N", "C", "C", "N", "C", "C", "N", "C", "C", "N", "C", "C", "C", "C", "C", "C", "C", "N", "H", "H", "H", "H", "H", "H", "H", "H", "H", "H", "H", "H", "H", "H", "H", "H", "H", "H", "H", "H", "H", "H", "H", "N", "C", "H"],
  "positions_angstrom": [[-0.2597, -0.2241, -0.7841], [-3.4994, -0.1413, 2.3609], [-2.2347, -0.2425, 1.5864], [-1.9933, 0.3779, 0.4970], [-2.6123, 1.5822, -0.0233], [-1.4919, 2.5873, 0.0811], [-0.3301, 2.0703, -0.7047], [-0.2747, 2.7000, -2.0642], [-0.0677, 1.6739, -3.1355], [0.7543, 0.5656, -2.6241], [2.1544, 0.8943, -2.2769], [2.7342, -0.2733, -1.5573], [1.8766, -0.5575, -0.4142], [2.2384, -1.1983, 0.6438], [3.6253, -1.6611, 0.9165], [1.1590, -1.4665, 1.5919], [1.2898, -2.1740, 2.7772], [0.1806, -2.3211, 3.6018], [-1.0259, -1.7233, 3.2486], [-1.0981, -1.0380, 2.0488], [-0.0295, -0.9341, 1.2458], [-4.2711, 0.4232, 1.8470], [-3.3240, 0.3031, 3.3458], [-3.8687, -1.1586, 2.5346], [-3.4656, 1.9189, 0.5687], [-2.9517, 1.4340, -1.0482], [-1.1903, 2.7430, 1.1158], [-1.8451, 3.5424, -0.3111], [0.5350, 2.2360, -0.1948], [0.4819, 3.4848, -2.0569], [-1.2206, 3.1934, -2.2788], [0.3891, 2.1257, -4.0217], [-1.0145, 1.2584, -3.4764], [0.7505, -0.1939, -3.3083], [2.1928, 1.8145, -1.6955], [2.7307, 1.0608, -3.1930], [3.7634, -0.0577, -1.2683], [2.7574, -1.1563, -2.2042], [4.3803, -1.1344, 0.3403], [3.6937, -2.7255, 0.6520], [3.8719, -1.5672, 1.9739], [2.2412, -2.6058, 3.0610], [0.2588, -2.8827, 4.5256], [-1.8891, -1.7932, 3.8994], [-1.3779, -2.9528, -1.9628], [-1.0069, -1.9742, -1.5100], [-1.7161, -3.8324, -2.3497]],
  "forces_ev_per_a": [[1.936, 2.190, 3.078], [0.171, 0.279, 0.238], [-0.569, -0.045, 0.179], [-0.181, -0.741, -2.416], [-0.451, 0.400, 0.170], [-0.380, 0.155, 0.151], [0.660, -0.822, 0.595], [0.002, 0.220, -0.180], [-0.126, 0.169, -0.809], [-1.641, -1.180, 0.276], [0.297, 0.177, -0.253], [0.439, -0.212, -0.056], [-0.827, -0.125, -1.023], [0.246, -0.174, 0.150], [0.033, 0.058, -0.070], [-0.039, -0.142, 0.193], [-0.036, 0.056, 0.002], [-0.068, -0.038, 0.117], [0.063, -0.086, 0.019], [0.179, -0.490, 0.088], [-0.455, -0.065, -0.857], [0.000, -0.021, -0.019], [-0.010, 0.001, 0.008], [0.028, -0.016, -0.049], [-0.014, -0.148, 0.059], [0.017, -0.052, -0.024], [0.012, -0.080, 0.017], [0.338, 0.095, -0.058], [-0.106, 0.607, -0.045], [0.110, -0.064, 0.070], [-0.025, 0.048, 0.180], [0.186, -0.061, 0.028], [-0.027, -0.105, 0.068], [0.045, 0.077, -0.108], [-0.036, -0.038, 0.054], [-0.213, 0.139, -0.125], [-0.036, 0.002, 0.135], [0.036, -0.024, 0.009], [-0.006, 0.005, 0.001], [-0.040, -0.001, 0.011], [-0.030, 0.028, 0.004], [0.008, 0.004, -0.018], [0.011, 0.003, 0.013], [-0.003, 0.015, -0.007], [-0.084, 0.021, 0.064], [0.647, -0.034, 0.195], [-0.060, 0.013, -0.056]]
}

---

Record 2
{
  "formula": "C16H24N8",
  "method": "ωB97M-V with the def2-TZVPD basis set",
  "homo_lumo_gap_ev": 11.70,
  "e_lumo_ev": 0.5456,
  "homo_energy_ev": -11.15,
  "relative_energy_ev": 1.116,
  "smiles": "CC#N.CC#N.CC#N.CC#N.CC#N.CC#N.CC#N.CC#N",
  "species": ["C", "C", "N", "H", "H", "H", "C", "C", "N", "H", "H", "H", "C", "C", "N", "H", "H", "H", "C", "C", "N", "H", "H", "H", "C", "C", "N", "H", "H", "H", "C", "C", "N", "H", "H", "H", "C", "C", "N", "H", "H", "H", "C", "C", "N", "H", "H", "H"],
  "positions_angstrom": [[14.2195, 8.8155, 12.6963], [13.6898, 7.8409, 11.7457], [13.2323, 7.0846, 10.9715], [13.4775, 9.1085, 13.4009], [14.5969, 9.7578, 12.2490], [15.0893, 8.5000, 13.2330], [8.3478, 11.1516, 10.3628], [6.9145, 11.0322, 10.0630], [5.7782, 11.0272, 9.8280], [8.8392, 11.9380, 9.7780], [8.8707, 10.2478, 10.2840], [8.4680, 11.4026, 11.4193], [9.8391, 7.4797, 12.2586], [8.7814, 7.8002, 11.2545], [8.0673, 8.0723, 10.3774], [9.3497, 6.9315, 13.0441], [10.3917, 8.4001, 12.5378], [10.5219, 6.7501, 11.7357], [14.0743, 15.5030, 10.6076], [14.0882, 13.9914, 10.4379], [13.9727, 12.8436, 10.3298], [14.0024, 15.7088, 11.6812], [13.1714, 15.9649, 10.1892], [14.9385, 15.9509, 10.1260], [4.9759, 9.1051, 12.1977], [4.8690, 8.1702, 11.0687], [4.7563, 7.4817, 10.1774], [4.6709, 8.6709, 13.1362], [4.3819, 9.9154, 11.8438], [5.9787, 9.5936, 12.3368], [12.7983, 14.1167, 4.9338], [13.2779, 14.6328, 6.2629], [13.8374, 15.0593, 7.1661], [13.5683, 14.3027, 4.1605], [11.9092, 14.6007, 4.6795], [12.6554, 13.0273, 5.0031], [12.0555, 10.4511, 9.1644], [11.5663, 10.4648, 10.5803], [11.3408, 10.5507, 11.7019], [11.3109, 10.1848, 8.4252], [12.8219, 9.6758, 9.1994], [12.4984, 11.5000, 9.0363], [7.3555, 8.2631, 7.4932], [8.5414, 9.1539, 7.4376], [9.4507, 9.8602, 7.3987], [7.7897, 7.2345, 7.4370], [6.6233, 8.6108, 6.6873], [6.9575, 8.2182, 8.5137]],
  "forces_ev_per_a": [[0.673, 1.045, -0.625], [-0.941, -1.568, -1.960], [1.203, 2.003, 2.122], [-0.748, 0.093, 0.507], [-0.646, -0.560, -0.415], [0.376, -0.914, 0.333], [-0.583, 1.400, 0.714], [-0.839, 0.264, -0.499], [1.459, -0.093, 0.329], [-0.313, -0.249, -0.015], [0.454, -1.243, -0.648], [-0.162, 0.260, -0.004], [0.006, -0.438, -1.756], [-0.017, 0.478, -1.036], [1.074, -0.626, 1.853], [0.074, 0.113, 0.712], [-0.464, -0.661, 0.018], [-0.433, 0.882, 0.579], [-0.434, -1.249, 0.193], [-0.711, 0.485, -0.163], [0.418, 1.377, 0.199], [0.488, -0.008, -0.185], [0.204, -0.552, -0.265], [0.078, -0.056, 0.194], [1.276, 0.278, -0.608], [0.866, 1.181, 2.057], [-0.266, -1.291, -1.587], [-0.369, -0.075, 0.117], [-0.874, 0.826, 0.411], [-0.675, -1.013, -0.415], [1.886, -0.794, 1.209], [0.206, -0.439, -1.752], [-0.180, 0.112, 0.549], [-0.363, 0.050, 0.555], [-1.452, 0.635, -0.485], [-0.106, 0.447, 0.001], [0.552, 1.150, 1.541], [0.373, 0.203, -1.316], [-0.281, -0.190, 0.311], [-0.253, 0.190, 0.140], [0.283, 0.227, -0.387], [-0.470, -1.691, -0.163], [0.576, -0.022, -0.463], [-0.506, 0.049, 0.287], [-0.423, -0.315, -0.127], [-0.694, 0.596, -0.813], [0.958, -1.008, 1.209], [-0.278, 0.709, -0.454]]
}

---

Record 3
{
  "formula": "C16H24N8",
  "method": "ωB97M-V with the def2-TZVPD basis set",
  "homo_lumo_gap_ev": 10.87,
  "e_lumo_ev": -0.4497,
  "homo_energy_ev": -11.32,
  "relative_energy_ev": 2.406,
  "smiles": "CC#N.CC#N.CC#N.CC#N.CC#N.CC#N.CC#N.CC#N",
  "species": ["C", "C", "N", "H", "H", "H", "C", "C", "N", "H", "H", "H", "C", "C", "N", "H", "H", "H", "C", "C", "N", "H", "H", "H", "C", "C", "N", "H", "H", "H", "C", "C", "N", "H", "H", "H", "C", "C", "N", "H", "H", "H", "C", "C", "N", "H", "H", "H"],
  "positions_angstrom": [[-3.4396, -1.6888, -1.9296], [-2.9202, -2.7152, -2.8253], [-2.5279, -3.4733, -3.6431], [-2.6073, -1.3341, -1.3217], [-4.3124, -2.0218, -1.3679], [-3.7030, -0.7750, -2.4623], [-6.1312, 2.0277, 0.2149], [-6.2303, 1.7484, 1.7102], [-6.2744, 1.6282, 2.8098], [-6.8236, 2.8095, -0.0975], [-6.4249, 1.0736, -0.2226], [-5.1695, 2.3560, -0.1794], [1.2467, 0.2689, 0.3759], [0.1152, 1.1436, 0.3576], [-0.8287, 1.8145, 0.4199], [2.1413, 0.7209, -0.0524], [1.0957, -0.6172, -0.2406], [1.5728, -0.1457, 1.3298], [1.0354, -4.3164, 1.8437], [0.3214, -5.4286, 2.5663], [-0.3494, -6.2283, 3.1150], [0.4799, -4.0593, 0.9418], [2.0137, -4.5669, 1.4337], [1.1558, -3.4117, 2.4397], [7.4725, -0.3510, -3.2273], [6.2673, -0.9284, -2.7246], [5.2718, -1.3492, -2.3850], [7.9914, 0.2762, -2.5024], [7.2862, 0.3128, -4.0715], [8.1760, -1.1587, -3.4293], [-2.2710, 1.4674, 4.6445], [-2.4997, 2.8594, 5.0315], [-2.6923, 3.9833, 5.2058], [-2.7053, 0.7719, 5.3626], [-1.1992, 1.2795, 4.5815], [-2.6618, 1.1292, 3.6848], [2.6087, -4.3279, -4.5114], [3.5557, -3.8349, -5.4684], [4.3272, -3.3958, -6.1447], [1.7885, -4.8430, -5.0115], [2.0541, -3.6131, -3.9034], [3.0536, -4.9251, -3.7154], [-0.0211, 6.6073, 1.9564], [0.4613, 7.6931, 2.8013], [0.9290, 8.5571, 3.4789], [-0.6594, 7.1146, 1.2330], [-0.7004, 5.8890, 2.4156], [0.7319, 5.9773, 1.4829]],
  "forces_ev_per_a": [[0.414, 0.536, -0.009], [0.911, -2.239, -3.141], [-1.183, 2.398, 2.909], [-0.204, -0.336, 0.571], [0.326, -0.070, 0.148], [-0.235, -0.269, -0.457], [-0.623, -0.673, 1.163], [0.943, 1.932, -7.396], [-0.307, -0.918, 5.722], [-0.275, -0.211, 0.329], [0.063, 0.218, -0.478], [0.247, -0.357, 0.669], [1.590, -1.179, -0.619], [-1.748, 1.041, 0.701], [1.200, -0.802, -0.249], [-0.127, 0.348, -0.020], [-0.378, 0.075, -0.186], [-0.526, 0.493, 0.358], [-0.302, -0.522, -0.227], [-1.390, -1.152, 1.010], [2.246, 2.433, -1.714], [-0.400, 0.005, 0.181], [0.058, -0.502, 0.503], [-0.206, -0.267, 0.241], [1.335, 0.436, 0.036], [0.610, 0.746, -0.326], [-1.649, -0.822, 0.722], [-0.308, -0.048, 0.351], [-0.024, -0.459, -0.235], [-0.034, 0.122, -0.530], [0.352, -0.719, 0.253], [-0.444, 0.486, -0.801], [0.227, -0.778, 0.130], [0.111, 0.191, 0.239], [0.049, 0.051, 0.244], [-0.315, 0.799, -0.114], [-1.430, -0.560, 1.015], [-2.518, -0.902, 2.874], [2.974, 1.554, -2.837], [0.301, -0.490, -0.036], [0.419, 0.896, -0.484], [0.273, -0.466, -0.530], [-0.983, 0.005, -0.399], [2.491, 2.876, 3.210], [-2.115, -3.560, -2.930], [0.211, -0.251, -0.533], [0.079, 0.309, 0.717], [0.297, 0.604, -0.044]]
}

---

Record 4
{
  "formula": "C16H24NOV",
  "method": "ωB97M-V with the def2-TZVPD basis set",
  "homo_lumo_gap_ev": [7.30, 8.86],
  "e_lumo_ev": [-4.2338, -2.9826],
  "homo_energy_ev": [-11.54, -11.84],
  "charge": 1,
  "spin_multiplicity": 2,
  "species": ["C", "C", "C", "C", "H", "H", "H", "H", "H", "H", "H", "H", "H", "C", "C", "C", "H", "C", "C", "H", "H", "H", "H", "C", "C", "C", "H", "C", "C", "H", "H", "H", "H", "V", "C", "C", "N", "O", "H", "H", "H", "H", "H"],
  "positions_angstrom": [[-0.4316, 0.9561, -2.0370], [0.0066, -0.0672, -3.0798], [-1.8422, 1.4166, -2.3897], [0.4922, 2.1589, -2.2134], [-1.8179, 2.2124, -3.1510], [-2.3746, 1.8263, -1.5313], [-2.4645, 0.6201, -2.7956], [-0.2197, 0.2910, -4.0967], [-0.4844, -1.0329, -2.9764], [1.0821, -0.2422, -3.0482], [0.7106, 2.3187, -3.2808], [1.4507, 2.0321, -1.7148], [0.0536, 3.0873, -1.8532], [-1.5379, -1.8312, 1.3684], [-2.4368, -1.3038, 0.4123], [-1.9422, -1.6153, -0.8661], [-3.3457, -0.7660, 0.6243], [-0.7303, -2.3144, -0.7103], [-0.4821, -2.4611, 0.6794], [0.3329, -3.0019, 1.1278], [-1.6486, -1.7722, 2.4375], [-2.4084, -1.3618, -1.7992], [-0.1203, -2.6960, -1.5088], [0.7954, 1.3660, 2.0634], [-0.4694, 0.9749, 2.5400], [-1.4516, 1.6241, 1.7597], [-0.6545, 0.3068, 3.3639], [-0.7938, 2.4175, 0.8002], [0.5966, 2.2510, 0.9762], [1.3703, 2.7175, 0.3945], [1.7408, 1.0669, 2.4795], [-2.5182, 1.5312, 1.8797], [-1.2703, 3.0379, 0.0643], [-0.2802, 0.0105, 0.2058], [1.9303, -1.5901, 2.6911], [2.3192, -1.2634, 1.2328], [3.5706, -1.6072, 0.8398], [1.5916, -0.7191, 0.3782], [2.7723, -2.1101, 3.1931], [1.0684, -2.2517, 2.8338], [1.7234, -0.7378, 3.3443], [3.8857, -1.4161, -0.1233], [4.2320, -2.0624, 1.4855]],
  "forces_ev_per_a": [[0.097, 0.357, -1.204], [0.216, -0.625, 0.233], [-0.498, -0.105, 0.518], [0.363, 0.152, 0.466], [0.185, -0.212, 0.146], [-0.084, 0.108, 0.025], [0.022, -0.108, 0.040], [-0.017, 0.149, 0.284], [-0.053, 0.039, -0.080], [0.101, -0.047, 0.059], [-0.168, -0.163, 0.169], [0.176, -0.057, -0.062], [-0.048, 0.035, 0.156], [0.529, 0.162, -0.001], [0.329, 0.770, 0.071], [0.498, 0.483, -0.117], [-0.075, -0.026, 0.022], [0.217, 0.486, 0.040], [-0.580, 0.468, -0.152], [-0.038, -0.015, -0.141], [-0.043, -0.019, 0.071], [-0.072, 0.007, -0.102], [0.103, -0.070, -0.052], [-0.498, -0.026, -0.321], [0.240, -0.375, -0.289], [-0.126, -0.555, -0.488], [-0.043, -0.004, 0.074], [0.191, -0.523, -0.483], [-0.002, -0.469, -0.392], [0.058, 0.120, 0.020], [0.062, 0.136, -0.114], [-0.045, 0.042, 0.046], [-0.035, 0.106, -0.055], [-1.853, -0.267, 1.973], [0.936, -0.539, 0.451], [0.727, -0.228, -0.072], [-0.043, -0.155, 0.529], [0.544, -0.016, 0.118], [-0.357, 0.242, -0.440], [0.148, 0.217, -0.598], [0.082, 0.168, -0.603], [-0.440, -0.116, 0.900], [-0.711, 0.473, -0.648]]
}